An isolated molecule of C3H5NS2 in a non-equilibrium geometry. Source: OMol25; level of theory: ωB97M-V/def2-TZVPD.

Positions of all 11 atoms, in Å:
C -1.7434 0.0239 -0.9583
C -0.5332 0.1114 -0.0171
N -0.5244 0.8406 1.0681
S 1.0490 1.1208 1.6707
C 2.0894 -0.1758 0.7750
S 0.8270 -0.6403 -0.6039
H -1.6657 0.3814 -2.0215
H -2.0583 -1.1008 -1.1687
H -2.4952 0.4650 -0.4149
H 2.9987 0.1406 0.2361
H 2.0562 -1.1668 1.4346

Properties
* ΔE to the lowest compared entry with this formula, charge and spin: 37.6 kcal per mole
* SMILES: CC1=NSCS1
* total charge: 0
* HOMO-LUMO gap: 0.323 Eh
* multiplicity: 1

Results of the Mulliken charge analysis, in e, for atoms 1 through 6:
1 C -1.06
2 C 0.74
3 N -0.46
4 S -0.03
5 C -0.59
6 S -0.17

C23H26BrN2O2PPt as an isolated structure in a non-equilibrium geometry. Source: OMol25; level of theory: ωB97M-V/def2-TZVPD.

Positions of all 56 atoms, in Å:
Pt 12.1971 10.6360 6.9960
C 12.6103 13.7087 5.8487
N 13.3599 12.6701 6.5506
C 13.9147 13.2266 7.8100
C 14.4761 12.3303 5.6223
C 15.0398 11.0110 6.0902
C 16.3865 10.7065 5.8780
C 16.8723 9.5343 6.4189
C 16.0111 8.5846 6.9630
C 14.6423 8.8679 6.9998
C 14.1274 10.0808 6.6022
H 13.1606 14.6518 5.7623
H 11.6894 13.8686 6.3743
H 12.4637 13.4424 4.8161
H 14.4750 14.2073 7.6765
H 14.6897 12.5258 8.1919
H 13.0702 13.5714 8.4304
H 15.1696 13.1668 5.5508
H 13.9951 12.1680 4.6710
H 17.0031 11.3794 5.2147
H 17.9637 9.3996 6.3777
H 16.4286 7.6873 7.4085
H 13.9808 8.0759 7.3367
Br 7.4801 5.0337 6.2941
C 7.3000 6.7871 7.0570
C 6.2012 7.3216 7.6589
N 6.0088 8.5476 8.0629
C 7.0889 9.3185 7.9737
C 8.2736 8.9108 7.3790
C 8.4077 7.5828 6.8890
C 9.3894 9.9324 7.3030
O 10.4431 9.3822 6.7745
O 9.3120 11.1062 7.6980
H 5.2271 6.6889 7.6594
H 7.0956 10.3429 8.3489
H 9.3364 7.2004 6.4135
C 11.5034 12.3425 10.0768
P 12.0072 10.7068 9.4052
C 13.4619 10.4351 10.5276
C 10.7904 9.5842 10.0789
C 10.9539 8.1954 10.1573
C 9.9760 7.2984 10.4948
C 8.7530 7.7180 10.8364
C 8.5154 9.0784 10.8133
C 9.4650 10.0160 10.4077
H 10.8547 12.7235 9.2852
H 12.4622 12.9006 10.1775
H 10.9542 12.2774 10.9831
H 13.1502 10.3620 11.5522
H 14.1995 11.2399 10.3351
H 13.8086 9.4564 10.2860
H 11.9126 7.7971 9.9271
H 10.2446 6.1931 10.5231
H 8.0895 7.0147 11.2141
H 7.4306 9.3155 10.9243
H 9.1889 11.0580 10.3151

Properties
* ΔE to the lowest compared entry with this formula, charge and spin: 0.0 kcal per mole
* total charge: 0
* HOMO-LUMO gap (spin up / spin down): 0.278 / 0.280 Eh
* expectation value of S²: 2.01
* multiplicity: 3

Results of the Mulliken charge analysis, in e, for atoms 1 through 6:
1 Pt 1.08
2 C -1.18
3 N 0.00
4 C -0.96
5 C -1.03
6 C 0.95

C16H23CsNO3P2 as an isolated structure in a non-equilibrium geometry. Source: OMol25; level of theory: ωB97M-V/def2-TZVPD.

Positions of all 46 atoms, in Å:
Cs -0.0110 -0.6396 -0.8692
O -1.0473 -2.4812 -2.4945
C -1.8236 -2.4977 -3.4723
O -2.7659 -0.5130 -1.5557
C -3.5209 -1.1320 -2.2923
O -4.8658 -1.0771 -2.2700
N -3.1203 -1.9865 -3.3350
C -5.4180 -1.9043 -3.3545
C -4.2424 -2.3712 -4.1747
H -6.1141 -1.3128 -3.9508
H -5.9510 -2.7677 -2.9340
H -4.1892 -1.8425 -5.1411
H -4.2498 -3.4515 -4.3475
C -1.4517 -3.0292 -4.7846
C -0.2970 -3.6878 -4.9530
H -2.1487 -2.8681 -5.6346
H 0.3760 -3.8865 -4.1172
H -0.0176 -4.0586 -5.9414
C 3.1665 0.8212 -0.3863
P 2.4162 2.3301 0.3969
C 0.6463 2.7714 0.4831
C 2.9089 2.1541 2.0740
C 4.0521 2.9099 2.3698
C 4.6463 2.7525 3.6081
C 4.0551 1.8704 4.5313
C 2.9071 1.1196 4.2413
C 2.2507 1.2854 3.0031
P 0.4963 0.7820 2.5183
C -0.3645 1.6583 3.8602
C -0.5614 -0.7009 2.6281
H 2.8599 0.7374 -1.4369
H 3.0728 -0.1569 0.1231
H 4.2567 1.0437 -0.4155
H 0.0092 2.1766 1.1953
H 0.6664 3.8201 0.8343
H 0.2179 2.7689 -0.5296
H 4.4285 3.6014 1.6225
H 5.5527 3.3118 3.8570
H 4.4979 1.7790 5.5163
H 2.5212 0.4097 4.9745
H -0.2822 2.7613 3.8553
H -1.4198 1.3576 3.9063
H 0.2054 1.2245 4.6994
H -1.6012 -0.5842 2.2480
H -0.1195 -1.5801 2.1445
H -0.6271 -0.9174 3.7001

Properties
* total charge: +1
* HOMO-LUMO gap: 0.232 Eh
* multiplicity: 1

Results of the Mulliken charge analysis, in e, for atoms 1 through 6:
1 Cs 1.17
2 O -0.65
3 C 0.72
4 O -0.58
5 C 0.33
6 O -0.33

A 8-piece molecular cluster, C54H118N6O8 overall in a non-equilibrium geometry. Source: OMol25; level of theory: ωB97M-V/def2-TZVPD.

Positions of all 186 atoms, in Å:
C 1.3907 -5.0775 -6.6703
C 0.2683 -4.2506 -6.0156
C -0.5985 -5.0251 -4.9903
C 1.0375 -3.1819 -5.1678
C 0.1971 -1.9250 -4.8738
C -0.3904 -1.3195 -6.1587
C -1.2356 -2.3569 -6.9070
C -2.5248 -2.7023 -6.1289
C -1.5934 -1.6267 -8.2245
N -0.4317 -3.5472 -7.1097
O -1.0409 -4.3978 -8.0664
H 0.9432 -5.5466 -7.5520
H 2.2342 -4.5702 -7.1338
H 1.6937 -5.8666 -5.9824
H 0.0940 -5.6832 -4.4588
H -1.2191 -4.5067 -4.2680
H -1.2117 -5.7038 -5.5924
H 1.4064 -3.5937 -4.2248
H 1.9576 -2.8443 -5.6512
H -0.3946 -1.9540 -3.9575
H 0.9561 -1.2375 -4.4661
H 0.4965 -1.1302 -6.7666
H -0.8924 -0.4121 -5.8294
H -3.2896 -1.9394 -6.2804
H -2.3876 -2.8746 -5.0619
H -2.9046 -3.6593 -6.4942
H -2.0100 -0.6357 -8.0360
H -2.3382 -2.1602 -8.8151
H -0.6941 -1.4382 -8.8127
H -0.2984 -4.6482 -8.6244
C 5.7756 -2.1567 5.6547
C 6.9449 -2.7961 4.8685
C 8.2680 -2.8942 5.6534
C 6.5780 -4.2488 4.5001
C 5.5161 -4.2816 3.4262
C 6.1133 -3.6469 2.1734
C 6.5286 -2.1874 2.3640
C 7.4068 -1.7293 1.1753
C 5.2052 -1.3881 2.3591
N 7.2331 -2.0122 3.6578
O 7.5918 -0.6546 3.8515
H 5.6400 -2.5688 6.6583
H 5.8490 -1.0716 5.6857
H 4.8444 -2.4419 5.1641
H 8.0295 -3.5869 6.4677
H 9.1105 -3.2087 5.0474
H 8.4420 -1.9831 6.2345
H 7.4215 -4.6124 3.9023
H 6.4207 -4.9131 5.3456
H 5.2635 -5.3121 3.1525
H 4.5322 -3.8213 3.5411
H 5.4353 -3.7514 1.3194
H 6.9687 -4.1895 1.7456
H 8.2530 -2.4198 1.1620
H 7.7009 -0.7089 1.4054
H 6.9031 -1.8746 0.2222
H 5.3785 -0.3380 2.6166
H 4.4440 -1.7157 3.0652
H 4.7618 -1.3757 1.3604
H 8.5182 -0.7712 4.1038
C -4.6482 -1.3718 3.9978
C -5.3232 -0.2529 3.1463
C -4.4082 1.0079 3.2213
C -5.4623 -0.8357 1.7308
C -6.5114 -0.1884 0.8343
C -7.8598 -0.0564 1.5294
C -7.7659 0.5599 2.9332
C -7.5773 2.1098 2.8278
C -9.0750 0.3373 3.7348
N -6.6662 -0.0292 3.6619
O -6.7053 -0.0113 5.0793
H -3.9750 -1.9916 3.3987
H -4.0760 -0.9629 4.8255
H -5.4510 -2.0659 4.2514
H -4.5161 1.5671 4.1509
H -3.3685 0.6722 3.2774
H -4.5700 1.6127 2.3313
H -4.5013 -0.8551 1.2116
H -5.6128 -1.9139 1.8441
H -6.1379 0.7533 0.4229
H -6.6772 -0.7892 -0.0645
H -8.4041 -1.0075 1.5184
H -8.5147 0.4719 0.8252
H -6.8655 2.5174 3.5383
H -8.5369 2.6264 2.7883
H -7.1709 2.2685 1.8214
H -9.1458 0.9693 4.6152
H -9.1443 -0.7054 4.0548
H -9.8985 0.5130 3.0418
H -6.9557 -0.9224 5.2650
C -3.0055 4.0528 1.6045
C -1.7442 4.3214 2.4233
C -1.7962 3.5802 3.7568
C -0.5850 3.8519 1.4945
C 0.7590 4.5310 1.7026
C 0.5806 6.0436 1.6156
C -0.4163 6.4824 2.6819
C 0.2077 6.4785 4.1144
C -0.5838 8.0002 2.4279
N -1.6728 5.7961 2.5176
O -2.7009 6.3037 3.3413
H -3.9348 4.3171 2.1164
H -3.1343 4.6256 0.6793
H -3.0803 3.0343 1.2130
H -2.8043 3.6211 4.1700
H -1.4672 2.5448 3.6544
H -1.1699 3.9813 4.5549
H -0.3169 2.8251 1.7640
H -0.8682 3.9468 0.4472
H 1.1768 4.4364 2.7139
H 1.5778 4.2596 1.0322
H 0.0837 6.2003 0.6483
H 1.5563 6.5257 1.5909
H -0.4138 7.0184 4.8243
H 1.2481 6.7990 4.0679
H 0.2679 5.4617 4.5167
H -1.1411 8.1833 1.4996
H 0.3023 8.6144 2.2565
H -1.1427 8.5090 3.2160
H -3.2824 6.7382 2.7080
C -0.7903 2.2945 -3.5402
C 0.6440 2.8154 -3.4143
C 1.1921 2.5261 -1.9691
C 1.5102 2.0768 -4.4495
C 2.8192 2.7571 -4.7339
C 2.5581 4.2128 -5.0915
C 1.7175 5.0455 -4.1009
C 2.6530 5.5978 -3.0127
C 1.2257 6.2204 -4.9269
N 0.5479 4.2720 -3.6424
O -0.1240 4.9715 -2.6121
H -0.8319 1.2133 -3.6985
H -1.3579 2.6530 -2.6806
H -1.3262 2.6663 -4.4165
H 0.3780 2.7492 -1.2833
H 1.6739 1.5548 -1.8483
H 2.0631 3.1521 -1.7432
H 1.6130 1.0829 -4.0015
H 0.9647 1.8438 -5.3687
H 3.5230 2.7191 -3.8959
H 3.3484 2.3003 -5.5730
H 2.0919 4.2371 -6.0809
H 3.5353 4.6576 -5.3015
H 3.2834 4.8983 -2.4637
H 2.2163 6.2936 -2.2847
H 3.3026 6.3386 -3.4889
H 1.9772 6.9670 -5.1885
H 0.4310 6.8217 -4.4680
H 0.6999 5.9243 -5.8381
H 0.5570 4.9953 -1.9147
C 1.5743 -4.3703 1.8342
C 0.6141 -3.1989 1.8892
C -0.5540 -3.5322 2.8145
C 1.3371 -1.9662 2.4460
C 0.4659 -0.7204 2.2415
C 0.1178 -0.4415 0.7877
C -0.5576 -1.6794 0.0904
C -2.0817 -1.6611 0.3069
C -0.2938 -1.4424 -1.3670
N 0.2238 -2.8778 0.4886
O -0.2154 -4.0474 -0.2091
H 2.3106 -4.3423 1.0354
H 2.0981 -4.4978 2.7876
H 0.9596 -5.2736 1.8226
H -1.2682 -2.7228 2.9724
H -1.1739 -4.3928 2.5543
H -0.1652 -3.6976 3.8243
H 1.2960 -1.9371 3.5423
H 2.3997 -1.8984 2.2217
H -0.5299 -0.9113 2.6523
H 0.8411 0.1662 2.7556
H 1.0178 -0.1153 0.2614
H -0.5984 0.3842 0.7885
H -2.5679 -2.4161 -0.3092
H -2.3200 -0.6057 0.1819
H -2.3936 -1.8935 1.3290
H -0.8411 -2.2191 -1.9220
H 0.7426 -1.5969 -1.6807
H -0.6248 -0.5173 -1.8421
H 0.4645 -4.0467 -0.8900
O 0.6561 -6.8650 -0.4565
H 0.7287 -7.7238 -0.0249
H 1.3196 -6.8881 -1.1546
O -2.4850 -5.5932 0.3046
H -1.9942 -4.7610 0.3595
H -1.8713 -6.1911 -0.1358

Properties
* ΔE to the lowest compared entry with this formula, charge and spin: 89.0 kcal per mole
* SMILES: CC1(C)CCCC(C)(C)N1O.CC1(C)CCCC(C)(C)N1O.CC1(C)CCCC(C)(C)N1O.CC1(C)CCCC(C)(C)N1O.CC1(C)CCCC(C)(C)N1O.CC1(C)CCCC(C)(C)N1O.O.O
* total charge: 0
* HOMO-LUMO gap: 0.286 Eh
* multiplicity: 1

Results of the Mulliken charge analysis, in e, for atoms 1 through 6:
1 C -1.79
2 C 1.84
3 C -1.86
4 C -1.86
5 C 1.00
6 C -1.36